# 1
{
  "formula": "C12H13N",
  "method": "the ωB97M-V functional and the def2-TZVPD basis",
  "species": ["C", "C", "C", "N", "C", "C", "C", "C", "C", "C", "C", "C", "C", "H", "H", "H", "H", "H", "H", "H", "H", "H", "H", "H", "H", "H"],
  "positions_angstrom": [[3.336, -2.658, -1.516], [2.468, -2.379, -0.740], [1.308, -2.474, 0.288], [0.054, -2.141, -0.187], [0.073, -0.673, -0.599], [-0.859, -0.467, -1.660], [-1.744, 0.846, -1.465], [-1.310, 1.461, -0.173], [-1.840, 2.476, 0.512], [-1.060, 2.954, 1.683], [-0.042, 2.138, 2.168], [0.149, 0.878, 1.597], [-0.219, 0.471, 0.352], [3.981, -2.325, -2.376], [1.122, -3.477, 0.824], [1.772, -2.004, 1.188], [-0.744, -2.491, 0.563], [1.116, -0.624, -0.794], [-0.554, -0.324, -2.942], [-1.595, -1.351, -1.573], [-2.890, 0.659, -1.661], [-1.536, 1.703, -2.246], [-2.715, 3.048, 0.188], [-1.643, 3.749, 2.121], [0.673, 2.618, 3.088], [1.072, 0.364, 2.242]],
  "smiles": "C#CCN[C@H]1CCc2ccccc21",
  "energy_ha": -519.555476,
  "charge": 0,
  "homo_ha": -0.316
}



# 2
{
  "formula": "C17H31NO3",
  "method": "the ωB97M-V functional and the def2-TZVPD basis",
  "species": ["C", "C", "C", "C", "C", "C", "N", "C", "O", "C", "C", "O", "O", "C", "C", "C", "C", "C", "C", "C", "C", "H", "H", "H", "H", "H", "H", "H", "H", "H", "H", "H", "H", "H", "H", "H", "H", "H", "H", "H", "H", "H", "H", "H", "H", "H", "H", "H", "H", "H", "H", "H"],
  "positions_angstrom": [[-1.760, -2.178, 1.971], [-0.802, -3.224, 2.533], [0.598, -3.140, 1.923], [1.337, -1.861, 2.313], [2.734, -1.748, 1.703], [2.733, -1.771, 0.167], [1.710, -0.915, -0.385], [1.950, 0.306, -0.884], [3.047, 0.809, -0.988], [0.666, 1.049, -1.307], [-0.115, 0.176, -2.257], [-0.611, -0.886, -1.952], [-0.182, 0.699, -3.473], [-0.874, -0.063, -4.468], [-0.802, 0.690, -5.782], [-0.193, 1.379, -0.071], [0.617, 2.136, 0.981], [-0.246, 2.446, 2.201], [-1.470, 3.262, 1.798], [-2.281, 2.515, 0.744], [-1.416, 2.204, -0.475], [-1.472, -1.176, 2.280], [-2.770, -2.360, 2.331], [-1.773, -2.215, 0.883], [-0.735, -3.110, 3.617], [-1.209, -4.217, 2.329], [0.503, -3.203, 0.837], [1.184, -4.001, 2.255], [0.755, -0.991, 2.008], [1.430, -1.826, 3.402], [3.180, -0.809, 2.037], [3.366, -2.565, 2.057], [2.573, -2.789, -0.198], [3.696, -1.411, -0.203], [0.767, -1.274, -0.431], [0.965, 1.965, -1.820], [-0.405, -1.050, -4.544], [-1.911, -0.204, -4.143], [-1.317, 0.126, -6.554], [0.235, 0.830, -6.074], [-1.269, 1.666, -5.681], [-0.547, 0.435, 0.360], [1.486, 1.549, 1.281], [0.985, 3.068, 0.547], [0.343, 2.995, 2.938], [-0.571, 1.511, 2.665], [-2.092, 3.459, 2.674], [-1.147, 4.223, 1.393], [-3.142, 3.113, 0.442], [-2.656, 1.580, 1.168], [-1.087, 3.138, -0.936], [-2.006, 1.655, -1.213]],
  "smiles": "CCCCCCNC(=O)[C@@H](C(=O)OCC)C1CCCCC1",
  "energy_ha": -946.905296,
  "charge": 0,
  "homo_ha": -0.347
}



# 3
{
  "formula": "C10H11N4O",
  "method": "the ωB97M-V functional and the def2-TZVPD basis",
  "species": ["C", "C", "N", "N", "C", "C", "C", "C", "C", "C", "C", "C", "O", "N", "N", "H", "H", "H", "H", "H", "H", "H", "H", "H", "H", "H"],
  "positions_angstrom": [[-2.129, -1.069, -3.474], [-1.566, -0.793, -2.072], [-1.932, 0.487, -1.622], [-1.678, 0.834, -0.455], [-1.016, 0.022, 0.460], [-0.051, 0.378, 1.505], [-0.359, 0.968, 2.732], [0.667, 1.187, 3.619], [1.985, 1.037, 3.229], [2.352, 0.635, 1.947], [1.297, 0.175, 1.147], [1.492, -0.259, -0.221], [2.615, -0.124, -0.792], [0.426, -0.797, -0.768], [-0.022, -0.859, -2.035], [-3.160, -1.197, -3.585], [-1.715, -2.128, -3.742], [-2.036, -0.207, -4.213], [-1.953, -1.406, -1.225], [-1.643, -0.883, 0.658], [-1.387, 1.249, 3.127], [0.522, 1.557, 4.644], [2.760, 1.364, 3.944], [3.415, 0.484, 1.562], [2.781, -0.587, -1.638], [0.336, -0.068, -2.731]],
  "smiles": "C[C@@H]1\\N=N/C=c2\\cccc\\c2=C(O)\\N=[NH+]\\1",
  "energy_ha": -681.506725,
  "charge": 1,
  "homo_ha": -0.459
}



# 4
{
  "formula": "C22H28N6O4PPt",
  "method": "the ωB97M-V functional and the def2-TZVPD basis",
  "species": ["Pt", "C", "C", "O", "C", "C", "C", "N", "N", "C", "O", "C", "C", "C", "C", "C", "C", "H", "H", "H", "H", "H", "H", "H", "H", "H", "H", "H", "H", "O", "C", "C", "C", "C", "O", "N", "H", "H", "H", "H", "C", "N", "C", "N", "C", "N", "C", "P", "C", "C", "H", "H", "H", "H", "H", "H", "H", "H", "H", "H", "H", "H"],
  "positions_angstrom": [[10.487, 12.842, 6.513], [10.871, 17.093, 5.576], [11.091, 15.647, 5.840], [10.094, 14.851, 6.098], [12.464, 15.306, 5.752], [13.173, 14.109, 5.862], [14.628, 14.048, 5.424], [12.482, 12.924, 6.223], [13.172, 11.784, 6.171], [12.342, 10.762, 6.566], [11.183, 10.952, 7.075], [12.886, 9.428, 6.445], [11.989, 8.360, 6.371], [12.487, 7.061, 6.221], [13.842, 6.844, 6.268], [14.737, 7.936, 6.252], [14.278, 9.235, 6.304], [9.950, 17.369, 6.107], [10.660, 17.284, 4.515], [11.715, 17.740, 5.768], [13.067, 16.195, 5.476], [14.947, 15.056, 5.166], [14.712, 13.333, 4.566], [15.230, 13.665, 6.271], [10.930, 8.538, 6.477], [11.787, 6.210, 6.125], [14.238, 5.846, 6.315], [15.819, 7.711, 6.166], [14.903, 10.094, 6.297], [7.109, 14.571, 3.377], [7.053, 14.815, 4.618], [6.653, 16.167, 5.114], [6.753, 16.031, 6.632], [7.141, 14.569, 6.792], [7.362, 14.061, 7.893], [7.350, 13.942, 5.588], [5.655, 16.342, 4.723], [7.297, 16.885, 4.605], [5.800, 16.241, 7.089], [7.446, 16.736, 7.095], [6.070, 10.943, 3.982], [7.354, 10.847, 3.265], [7.976, 9.526, 3.451], [8.084, 9.102, 4.851], [6.723, 9.058, 5.412], [6.038, 10.360, 5.362], [6.692, 11.237, 6.297], [8.329, 11.885, 5.561], [8.280, 11.890, 3.709], [8.944, 10.083, 5.563], [5.353, 10.378, 3.355], [5.706, 11.956, 4.048], [8.937, 9.488, 2.927], [7.272, 8.835, 2.961], [6.715, 8.736, 6.467], [6.179, 8.326, 4.809], [6.906, 10.752, 7.261], [6.035, 12.077, 6.522], [9.290, 11.682, 3.349], [7.915, 12.868, 3.374], [8.997, 9.776, 6.642], [9.982, 9.994, 5.211]],
  "energy_ha": -1945.265959,
  "charge": -1,
  "homo_ha": [-0.097, -0.159],
  "spin_multiplicity": 3
}



Relative energy (zero: lowest compared OMol25 entry of this formula, charge and spin) per entry: 167.4, 9.0, 76.1, 26.0 kcal/mol